[1]
The following is a DFT calculation (the ωB97M-V functional and the def2-TZVPD basis) of C39H48CaIOP2S as an isolated structure.

E = -99219.9038 eV
total charge = +1
spin multiplicity = 1
ΔE to the lowest compared entry with this formula, charge and spin = 12.4 kJ/mol

Last column: Mulliken charge in e.
Geometry (Å):
Ca 0.143 0.136 0.187  1.902
C 2.598 0.859 0.424  0.784
C 1.963 1.938 -0.248  0.587
C 1.560 1.479 -1.525  -0.265
C 1.962 0.124 -1.656  1.428
C 2.591 -0.259 -0.444  -0.217
C 3.221 -1.591 -0.147  -1.473
C 2.001 -0.696 -2.916  -1.369
C 0.943 2.332 -2.602  -1.449
C 1.884 3.370 0.206  -1.560
C 3.269 0.887 1.770  -1.386
H 3.306 -1.752 0.930  0.394
H 4.233 -1.658 -0.558  0.358
H 2.657 -2.425 -0.573  0.135
H 1.217 -0.425 -3.619  0.113
H 1.912 -1.766 -2.718  0.357
H 2.959 -0.556 -3.424  0.455
H -0.122 2.534 -2.444  0.020
H 1.039 1.856 -3.577  0.334
H 1.440 3.303 -2.659  0.454
H 0.870 3.693 0.452  0.063
H 2.243 4.037 -0.581  0.474
H 2.513 3.542 1.079  0.385
H 2.875 0.124 2.450  -0.124
H 3.143 1.851 2.261  0.363
H 4.343 0.709 1.677  0.388
I -2.843 1.759 -0.535  0.221
C -4.629 0.636 -0.645  -0.089
C -5.674 1.324 -0.093  -0.675
C -6.991 0.841 -0.175  -0.930
C -7.229 -0.305 -0.867  -0.853
C -6.167 -1.033 -1.457  0.901
C -6.492 -2.178 -2.220  -0.824
C -5.524 -2.906 -2.842  -1.082
C -4.182 -2.545 -2.649  -0.371
C -3.798 -1.471 -1.883  0.983
P -1.972 -1.368 -1.620  0.544
C -1.553 -3.048 -1.021  0.553
C -0.191 -3.369 -1.024  -0.031
C 0.252 -4.589 -0.541  -0.795
C -0.657 -5.494 -0.004  -0.731
C -2.002 -5.166 0.047  -0.842
C -2.450 -3.951 -0.463  -0.535
C -1.400 -1.352 -3.355  1.434
C -1.475 -0.126 -4.014  -0.853
C -1.095 -0.019 -5.343  -0.572
C -0.621 -1.134 -6.020  -0.589
C -0.541 -2.356 -5.368  -0.767
C -0.934 -2.469 -4.042  -0.074
C -4.804 -0.616 -1.313  0.203
H -5.495 2.273 0.393  0.454
H -7.796 1.405 0.276  0.405
H -8.237 -0.679 -0.992  0.380
H -7.537 -2.447 -2.313  0.400
H -5.773 -3.764 -3.452  0.442
H -3.417 -3.161 -3.105  0.385
H 0.524 -2.672 -1.455  -0.459
H 1.305 -4.839 -0.594  0.502
H -0.316 -6.453 0.366  0.462
H -2.716 -5.861 0.470  0.450
H -3.506 -3.717 -0.430  0.466
H -1.832 0.752 -3.486  0.200
H -1.160 0.938 -5.845  0.457
H -0.315 -1.051 -7.055  0.404
H -0.174 -3.228 -5.894  0.441
H -0.867 -3.429 -3.545  0.399
O -0.079 -1.348 1.912  -1.138
S -0.401 -2.692 2.537  0.581
C -0.421 -2.353 4.334  -0.430
C 0.695 -3.168 4.979  -0.820
C 1.834 -3.181 3.963  -0.481
C 1.178 -3.584 2.651  -0.358
H -1.415 -2.547 4.733  0.466
H -0.214 -1.282 4.380  -0.076
H 0.357 -4.188 5.172  0.342
H 0.986 -2.733 5.935  0.396
H 2.624 -3.879 4.238  0.467
H 2.281 -2.189 3.873  0.052
H 0.931 -4.646 2.624  0.514
H 1.730 -3.326 1.747  -0.072
C -2.045 1.377 3.417  -0.867
P -0.716 2.162 2.427  1.040
C 0.590 2.356 3.697  -1.368
C -1.359 3.877 2.346  -1.344
H -2.261 1.949 4.321  0.450
H -1.739 0.368 3.697  0.031
H -2.954 1.300 2.819  0.246
H 0.187 2.794 4.613  0.517
H 1.376 3.006 3.313  0.340
H 1.034 1.387 3.926  0.195
H -1.522 4.264 3.354  0.438
H -2.305 3.890 1.806  0.320
H -0.659 4.533 1.829  0.401


[2]
The following is a DFT calculation (the ωB97M-V functional and the def2-TZVPD basis) of C39H48FeO2P2Si as an isolated structure at a distorted geometry.

E = -106157.0223 eV
total charge = +1
expectation value of S² = 1.014
spin multiplicity = 2
ΔE to the lowest compared entry with this formula, charge and spin = 103.6 kJ/mol

Last column: Mulliken charge in e.
Geometry (Å):
Fe 0.987 -0.841 -1.297  0.452
C 2.019 0.879 -2.570  0.865
C 0.918 0.382 -3.219  0.608
C 1.134 -1.058 -3.410  1.225
C 2.376 -1.402 -2.813  0.933
C 2.900 -0.231 -2.236  0.947
C 4.224 -0.046 -1.571  -1.806
C 3.081 -2.708 -3.023  -1.938
C 0.284 -1.942 -4.261  -1.973
C -0.209 1.137 -3.849  -1.928
C 2.418 2.295 -2.335  -1.753
H 4.837 0.652 -2.147  0.341
H 4.774 -0.980 -1.481  0.524
H 4.105 0.383 -0.573  0.242
H 2.471 -3.564 -2.743  0.326
H 4.012 -2.761 -2.467  0.410
H 3.323 -2.818 -4.084  0.398
H -0.539 -2.383 -3.694  0.250
H 0.873 -2.759 -4.679  0.352
H -0.152 -1.378 -5.087  0.462
H -1.180 0.762 -3.518  0.145
H -0.175 1.033 -4.936  0.476
H -0.161 2.199 -3.615  0.417
H 2.497 2.509 -1.270  0.114
H 1.718 2.988 -2.796  0.579
H 3.399 2.479 -2.780  0.487
O -0.995 -0.770 -0.317  -0.281
P -1.758 -0.376 0.910  -0.166
C -0.780 0.718 1.980  -1.583
P 0.205 1.835 0.966  0.686
O 0.970 1.065 -0.082  0.110
C -0.937 3.023 0.259  1.046
C -2.200 3.261 0.801  -0.772
C -3.058 4.173 0.205  -0.679
C -2.647 4.884 -0.913  -0.729
C -1.383 4.670 -1.448  -1.072
C -0.539 3.732 -0.875  -0.631
C 1.369 2.683 2.028  0.783
C 2.106 3.736 1.482  -0.412
C 3.169 4.279 2.184  -0.806
C 3.501 3.780 3.438  -0.503
C 2.753 2.756 4.001  -0.842
C 1.693 2.202 3.295  -0.349
C -2.156 -1.787 1.940  0.758
C -2.391 -2.997 1.285  -0.541
C -2.613 -4.151 2.020  -1.019
C -2.620 -4.097 3.409  -0.434
C -2.429 -2.887 4.063  -0.806
C -2.197 -1.732 3.331  0.085
C -3.323 0.379 0.489  0.835
C -3.641 0.497 -0.861  -0.397
C -4.903 0.944 -1.234  -0.708
C -5.838 1.268 -0.263  -0.547
C -5.519 1.154 1.087  -0.803
C -4.268 0.698 1.464  -0.487
H -0.079 0.060 2.496  0.618
H -1.387 1.249 2.716  1.018
H -2.532 2.736 1.686  0.518
H -4.048 4.324 0.616  0.476
H -3.314 5.605 -1.369  0.414
H -1.058 5.231 -2.315  0.469
H 0.423 3.524 -1.315  0.475
H 1.849 4.136 0.508  0.345
H 3.741 5.091 1.754  0.441
H 4.347 4.189 3.977  0.405
H 2.997 2.385 4.988  0.421
H 1.126 1.395 3.743  0.321
H -2.379 -3.029 0.202  0.348
H -2.768 -5.095 1.513  0.459
H -2.773 -5.002 3.983  0.417
H -2.453 -2.848 5.145  0.439
H -2.041 -0.795 3.854  0.371
H -2.897 0.234 -1.603  0.130
H -5.159 1.026 -2.283  0.458
H -6.827 1.599 -0.554  0.435
H -6.253 1.407 1.842  0.431
H -4.031 0.586 2.518  0.405
C 3.361 -3.409 0.047  -0.838
Si 1.546 -3.360 0.450  0.000
C 1.450 -1.993 1.742  -0.097
C 0.927 -4.931 1.247  -1.193
C 0.538 -2.860 -1.049  -0.542
H 3.950 -3.589 0.951  0.425
H 3.655 -2.441 -0.355  -0.072
H 3.628 -4.178 -0.681  0.326
H 2.165 -2.180 2.549  0.622
H 0.449 -1.942 2.178  -0.147
H 1.687 -1.011 1.311  -0.160
H 1.751 -5.560 1.597  0.400
H 0.334 -5.527 0.547  0.346
H 0.293 -4.696 2.106  0.270
H -0.540 -2.822 -0.919  -0.010
H 0.817 -3.276 -2.012  0.961


[3]
The following is a DFT calculation (the ωB97M-V functional and the def2-TZVPD basis) of C39H48N6O5PdS2Si as an isolated structure.

E = -93429.5582 eV
spin multiplicity = 1
ΔE to the lowest compared entry with this formula, charge and spin = 127.5 kJ/mol

Last column: Mulliken charge in e.
Geometry (Å):
Pd -0.981 -0.700 0.117  0.816
O 1.104 -0.535 0.631  -0.116
S 2.565 -0.394 0.863  0.172
C 2.967 1.157 1.746  -1.220
C 2.413 1.410 3.169  0.179
C 1.726 2.773 3.361  -1.343
C 0.352 2.895 2.715  0.307
S -1.114 2.872 3.790  0.178
O -2.181 2.333 2.899  -0.578
C -0.645 1.597 4.949  0.267
C 0.043 1.983 6.094  -0.391
C 0.442 1.019 7.008  -0.623
C 0.125 -0.316 6.785  -0.650
C -0.598 -0.680 5.658  -0.341
C -0.989 0.275 4.729  -0.475
C 2.980 -1.475 2.231  0.358
C 4.313 -1.621 2.596  -0.523
C 4.631 -2.443 3.663  -0.734
C 3.622 -3.115 4.345  -0.779
C 2.301 -2.971 3.955  -0.587
C 1.966 -2.148 2.885  -0.207
H 2.717 1.949 1.034  0.575
H 4.056 1.084 1.780  0.658
H 3.259 1.355 3.856  0.410
H 1.728 0.611 3.467  -0.154
H 2.379 3.545 2.945  0.451
H 1.660 2.980 4.430  0.463
H 0.156 2.084 2.014  -0.488
H 0.221 3.814 2.148  0.520
H 0.254 3.031 6.275  0.543
H 0.983 1.310 7.899  0.426
H 0.426 -1.068 7.503  0.413
H -0.870 -1.715 5.493  0.457
H -1.560 -0.025 3.860  0.467
H 5.096 -1.105 2.051  0.415
H 5.664 -2.565 3.960  0.401
H 3.874 -3.761 5.177  0.397
H 1.520 -3.509 4.477  0.537
H 0.937 -2.039 2.549  0.597
C -5.355 -1.173 -4.178  -1.567
C -5.121 0.321 -3.981  0.888
C -3.723 0.726 -4.437  -1.202
C -5.389 0.758 -2.539  -1.233
N -4.523 0.093 -1.576  0.880
C -3.312 0.423 -1.151  -0.848
N -2.920 -0.517 -0.315  0.411
N -3.912 -1.416 -0.233  -0.022
N -4.878 -1.065 -0.986  -0.911
H -5.264 -1.429 -5.234  0.466
H -6.345 -1.477 -3.836  0.389
H -4.615 -1.759 -3.631  0.239
H -5.857 0.875 -4.574  0.349
H -2.959 0.162 -3.898  0.051
H -3.539 1.794 -4.297  0.325
H -3.592 0.505 -5.497  0.530
H -6.409 0.531 -2.232  0.386
H -5.225 1.830 -2.428  0.416
H -2.757 1.304 -1.408  0.620
O -1.249 -1.431 -2.836  -0.679
C -0.515 -0.470 -2.700  -0.404
N 0.383 -0.026 -3.631  -0.003
C 1.046 1.186 -3.215  4.020
C 0.423 1.358 -1.801  -1.427
O 0.749 2.270 -1.067  -0.759
N -0.462 0.361 -1.576  0.879
C 0.681 2.339 -4.140  -0.234
C -0.412 3.159 -3.880  -0.282
C -0.786 4.141 -4.787  -1.090
C -0.073 4.315 -5.963  -0.442
C 1.022 3.504 -6.227  -0.903
C 1.399 2.527 -5.317  -0.174
C 2.546 1.025 -3.016  -0.976
C 3.318 2.141 -2.696  -0.081
C 4.672 2.006 -2.441  -0.952
C 5.275 0.755 -2.503  -0.480
C 4.512 -0.357 -2.815  -0.870
C 3.151 -0.224 -3.067  -0.295
H 0.382 -0.390 -4.567  0.296
H -0.964 3.049 -2.956  0.543
H -1.632 4.780 -4.567  0.435
H -0.363 5.083 -6.668  0.401
H 1.591 3.636 -7.138  0.410
H 2.265 1.908 -5.520  0.428
H 2.846 3.113 -2.637  0.491
H 5.260 2.881 -2.194  0.421
H 6.336 0.652 -2.309  0.436
H 4.970 -1.337 -2.860  0.440
H 2.555 -1.100 -3.287  0.443
C -2.651 -4.162 2.758  -1.100
Si -1.438 -3.677 1.405  0.652
C -2.052 -4.291 -0.258  -1.089
C 0.186 -4.591 1.704  -0.851
O -1.170 -2.065 1.515  -0.675
H -2.806 -5.244 2.778  0.361
H -3.620 -3.685 2.597  0.292
H -2.288 -3.861 3.744  0.239
H -2.002 -5.384 -0.272  0.434
H -1.428 -3.913 -1.073  0.242
H -3.077 -3.994 -0.457  0.275
H 0.012 -5.670 1.755  0.445
H 0.679 -4.291 2.630  0.000
H 0.882 -4.404 0.882  0.218